C5H12N2O in the gas phase. Source: OMol25; level of theory: wB97M-V/def2-TZVPD.

The geometry in ORCA input format:
```
! wB97M-V def2-TZVPD RIJCOSX def2/J DEFGRID3
* xyz 0 1
N -1.4354 -1.1463 1.5960
H -1.2047 2.7275 1.1820
H 0.1352 2.8623 0.0741
H 2.6525 -1.6523 -1.7137
H -1.9490 0.8040 1.9164
H -0.2233 0.4499 2.1162
C -0.8349 2.4017 0.2182
C 0.9851 -0.6918 -0.8690
O 0.3672 -1.7412 -0.8056
H 2.4707 0.0521 -2.3077
H 3.0676 -0.2216 -0.7224
H 1.1568 1.2734 -0.5472
H -2.3605 -1.3236 1.2130
H -0.7842 -1.7039 1.0712
N 0.5163 0.5059 -0.4627
C -1.0976 0.2604 1.4991
C 2.3779 -0.6387 -1.4582
H -1.5605 0.5523 -0.5920
C -0.7964 0.8654 0.1122
H -1.4620 2.8145 -0.5607
*
```

Calculated values
ΔE to the lowest compared entry with this formula, charge and spin in eV: 0.6957
M in g/mol: 116.2
Orbital gap in eV: 9.637
E_LUMO in eV: 0.8217